{"formula": "C5H8O2", "method": "ωB97M-V/def2-TZVPD", "relative_energy_kcal_mol": 128.5, "orbital_gap_ha": 0.2859, "charge": 0, "e_tot_ha": -345.600224, "species": ["O", "C", "C", "C", "O", "C", "C", "H", "H", "H", "H", "H", "H", "H", "H"], "positions_angstrom": [[-1.36488, 0.51019, -1.31590], [-0.16823, 0.19462, -0.66660], [0.30899, 1.26902, 0.28514], [0.15053, 0.45316, 1.52193], [-0.99903, -0.05483, 1.86992], [0.70779, -0.84616, -1.31044], [-0.07314, -1.20311, -0.08494], [-1.90933, -0.29084, -1.28710], [1.35153, 1.56250, 0.13447], [-0.33241, 2.15540, 0.26320], [0.95579, 0.34257, 2.25259], [1.79533, -0.80596, -1.24635], [0.33961, -1.14011, -2.29253], [-1.26334, -0.68224, 1.06713], [0.50076, -1.46422, 0.80948]], "forces_ev_per_angstrom": [[-0.143, -0.121, -0.046], [0.134, 0.010, 0.098], [0.011, -0.066, 0.011], [0.009, 0.011, 0.068], [0.086, 0.050, -0.077], [0.135, 0.017, -0.163], [0.157, -0.121, -0.031], [0.037, 0.155, -0.034], [-0.147, -0.057, 0.002], [0.082, -0.118, 0.021], [-0.090, 0.010, -0.105], [-0.174, 0.028, 0.019], [0.007, 0.052, 0.160], [-0.058, 0.072, 0.096], [-0.045, 0.077, -0.016]]}